Entry 1:
Computed, not measured: one molecule with the formula CH4N2OS, with ωB97M-V with the def2-TZVPD basis set.

Cartesian coordinates (Å):
C -0.12371 0.24002 0.06176
H -0.37054 2.21975 -0.16387
H 1.32994 1.66562 0.03324
H 0.47195 -1.68184 -0.22411
H 2.61821 -0.65094 0.48588
N 0.32781 1.52480 0.04145
N 0.78616 -0.82320 0.17412
O 2.03358 -0.37414 -0.19091
S -1.71085 -0.30692 -0.03021

Results
HOMO level	-8.38	eV
LUMO	0.6	eV
E	-16963.3805	eV
orbital gap	8.952	eV
ΔE to the lowest compared entry with this formula, charge and spin	41.7	kcal per mole


Entry 2:
Computed, not measured: a 2-piece molecular cluster, CH4N2OS overall, with ωB97M-V with the def2-TZVPD basis set.

Cartesian coordinates (Å):
C -2.04640 0.89532 0.15528
N -1.84220 -0.31938 -0.23446
N 2.38782 -0.53425 0.01987
O 1.40920 0.17069 -0.47320
S -0.56101 -0.98092 -0.84146
H -1.28771 1.61753 0.40630
H -3.07153 1.10278 0.38138
H 2.44742 -0.57240 1.04348
H 2.56441 -1.37936 -0.45721

Results
HOMO level (alpha / beta)	-7.99 / -8.00	eV
LUMO (alpha / beta)	-1.0 / -1.0	eV
E	-16959.9392	eV
orbital gap (alpha / beta)	7.031 / 7.036	eV
ΔE to the lowest compared entry with this formula, charge and spin	121.1	kcal per mole


Entry 3:
Computed, not measured: one molecule with the formula CH4N2OS2, with ωB97M-V with the def2-TZVPD basis set.

Cartesian coordinates (Å):
C 0.00902 -0.21425 -0.66279
H -1.32788 -1.36109 1.52024
H -2.15739 -0.12998 -1.04495
H 0.42173 0.77263 0.99387
H 2.38660 1.42287 -0.50232
N -1.33779 -0.14713 -0.36794
N 0.87107 0.11254 0.25890
O 0.36629 -0.74366 -1.73581
S -1.69999 -0.03980 1.27372
S 2.46833 0.32787 0.26708

Results
HOMO level	-9.42	eV
LUMO	0.4	eV
E	-27798.6961	eV
orbital gap	9.847	eV
ΔE to the lowest compared entry with this formula, charge and spin	27.9	kcal per mole


Entry 4:
Computed, not measured: CH4N2S2 as an isolated structure, with ωB97M-V with the def2-TZVPD basis set.

Cartesian coordinates (Å):
C -0.18370 1.44044 0.08402
H 2.36056 -0.39920 1.52149
H 1.90138 1.63980 -1.04038
H -0.29665 2.47665 0.30269
H -2.80195 -0.55063 0.07906
N 1.15406 0.93686 -0.16746
N -1.30654 0.87807 0.15936
S 1.49340 -0.76954 -0.00585
S -1.43052 -0.76257 -0.07604

Results
HOMO level	-8.40	eV
LUMO	-0.3	eV
E	-25747.9981	eV
orbital gap	8.112	eV
ΔE to the lowest compared entry with this formula, charge and spin	103.6	kcal per mole


Entry 5:
Computed, not measured: a 2-piece molecular cluster, CH4N2S2 overall, with ωB97M-V with the def2-TZVPD basis set.

Cartesian coordinates (Å):
C 1.58268 1.18153 0.25884
N 0.59060 0.73769 -0.29859
N -1.29324 -1.12178 -0.42266
S 3.03711 1.85733 -0.37676
S -2.32019 -1.63606 0.69025
H 1.69320 1.13537 1.37490
H 0.60349 0.88631 -1.26912
H -0.47434 -1.18677 0.07939
H -3.41930 -1.85361 -0.03626

Results
HOMO level (alpha / beta)	-10.06 / -8.00	eV
LUMO (alpha / beta)	0.1 / -2.8	eV
E	-25748.4801	eV
orbital gap (alpha / beta)	10.171 / 5.195	eV
ΔE to the lowest compared entry with this formula, charge and spin	92.5	kcal per mole


Entry 6:
Computed, not measured: one molecule with the formula CH4N2Si, with ωB97M-V with the def2-TZVPD basis set.

Cartesian coordinates (Å):
C 0.55520 0.94549 1.29724
N 0.29148 1.66494 2.13076
N 0.76151 0.02291 0.14389
Si -0.56269 -0.53535 -0.72165
H 1.70477 -0.43640 -0.01744
H -0.01089 -0.32935 -2.06892
H -1.65309 0.51330 -0.12512
H -1.08629 -1.84553 -0.63877

Results
HOMO level	-10.49	eV
LUMO	0.4	eV
E	-11958.1238	eV
orbital gap	10.855	eV
ΔE to the lowest compared entry with this formula, charge and spin	28.2	kcal per mole


Entry 7:
Computed, not measured: CH4N2Si as an isolated structure, with ωB97M-V with the def2-TZVPD basis set.

Cartesian coordinates (Å):
C -0.81004 0.82553 1.63520
N -1.21029 0.76001 2.68752
N 0.30309 -1.06796 -0.50724
Si 0.16572 0.60917 -0.67346
H 1.27993 -1.29208 -0.42525
H -0.22637 -1.72855 0.08379
H -0.94986 1.16390 -1.36909
H 1.44781 0.72998 -1.43147

Results
HOMO level	-10.55	eV
LUMO	-1.0	eV
E	-11957.6822	eV
orbital gap	9.509	eV
ΔE to the lowest compared entry with this formula, charge and spin	38.4	kcal per mole


Entry 8:
Computed, not measured: a 2-piece molecular cluster, CH4N3O overall, with ωB97M-V with the def2-TZVPD basis set.

Cartesian coordinates (Å):
C 0.70338 -0.09642 -0.56300
N -2.21252 -0.30843 0.09297
N 1.67652 0.11404 0.16470
N -1.14146 0.17894 0.27264
O -2.74660 -1.10122 -0.58459
H 0.76664 -0.07868 -1.63814
H 2.58852 0.57148 0.08766
H 1.35638 -0.14856 1.17337
H -0.99087 0.86886 0.99440

Results
HOMO level (alpha / beta)	-14.03 / -14.30	eV
total charge	+1
LUMO (alpha / beta)	-5.9 / -5.6	eV
E	-7606.1189	eV
orbital gap (alpha / beta)	8.115 / 8.735	eV
ΔE to the lowest compared entry with this formula, charge and spin	158.9	kcal per mole


Entry 9:
Computed, not measured: an isolated ion of composition CH4N3O2 and charge -1, with ωB97M-V with the def2-TZVPD basis set.

Cartesian coordinates (Å):
C 1.61632 -0.47312 -0.07780
N 0.10010 1.44939 -0.22332
N -0.84620 -0.82162 0.24160
N 0.23795 0.09274 -0.41147
O -1.97954 -0.25480 0.19547
O 2.57669 0.17983 0.30837
H 1.82045 -1.51692 -0.43414
H 0.51917 1.86098 0.63979
H -1.00610 1.46231 -0.06513
H -0.65546 -1.49542 -0.56014

Results
HOMO level	-1.72	eV
total charge	-1
LUMO	4.3	eV
E	-9663.2531	eV
orbital gap	5.992	eV
ΔE to the lowest compared entry with this formula, charge and spin	84.6	kcal per mole


Entry 10:
Computed, not measured: CH4N3S2 as an isolated structure, with ωB97M-V with the def2-TZVPD basis set.

Cartesian coordinates (Å):
C 0.12728 0.13577 -0.19555
N -1.04536 0.58351 -0.51882
N 0.26698 -1.51641 0.70029
N 1.34004 0.47177 -0.38203
S -2.77947 0.34476 -0.35082
S -1.84811 1.88122 -1.32140
H -0.69388 -1.68127 1.25702
H 1.00996 -1.44367 1.32670
H 1.71184 1.35835 -0.65510
H 1.91071 -0.13403 0.13970

Results
HOMO level	-13.82	eV
total charge	+1
LUMO	-5.5	eV
E	-27231.4178	eV
orbital gap	8.316	eV
ΔE to the lowest compared entry with this formula, charge and spin	68.7	kcal per mole